Molecular formula: C28H77N7O7
Method: DFT, ωB97M-V/def2-TZVPD

The geometry in ORCA input format:
```
! wB97M-V def2-TZVPD RIJCOSX def2/J DEFGRID3
* xyz 0 1
C 12.25 6.47 29.05
C 11.24 5.34 28.86
C 9.97 5.88 28.19
O 8.84 4.97 28.32
C 7.58 5.61 28.13
N 11.91 4.33 28.10
H 11.89 7.36 29.56
H 12.71 6.82 28.13
H 13.11 6.15 29.64
H 11.08 4.93 29.86
H 10.18 6.09 27.14
H 9.65 6.78 28.73
H 6.83 4.87 28.38
H 7.34 5.97 27.12
H 7.40 6.36 28.90
H 12.65 3.96 28.68
H 11.18 3.62 28.10
C 12.28 10.19 15.97
C 10.93 9.66 15.55
C 9.82 10.10 16.53
O 8.61 9.53 16.02
C 7.57 9.36 17.00
N 10.53 10.19 14.25
H 12.73 9.58 16.76
H 12.24 11.17 16.44
H 13.01 10.24 15.16
H 11.03 8.57 15.52
H 9.71 11.19 16.52
H 10.08 9.69 17.51
H 7.70 8.52 17.68
H 6.56 9.29 16.59
H 7.59 10.23 17.66
H 9.59 9.86 14.08
H 10.41 11.19 14.29
C 13.03 13.31 27.40
C 14.10 14.26 27.84
C 14.81 14.80 26.59
O 15.92 15.55 26.96
C 16.60 16.17 25.83
N 13.51 15.31 28.65
H 12.17 13.67 26.84
H 12.77 12.64 28.22
H 13.43 12.59 26.69
H 14.83 13.76 28.48
H 14.17 15.38 25.93
H 15.19 13.93 26.05
H 17.09 17.05 26.25
H 15.86 16.55 25.14
H 17.25 15.57 25.20
H 14.32 15.79 29.00
H 12.99 14.95 29.45
C 16.45 -3.22 20.16
C 15.26 -2.27 19.93
C 14.38 -2.00 21.12
O 13.18 -1.16 20.94
C 12.22 -1.34 21.92
N 15.79 -0.99 19.39
H 16.19 -3.99 20.89
H 17.42 -2.77 20.38
H 16.67 -3.76 19.24
H 14.62 -2.74 19.18
H 15.12 -1.58 21.80
H 14.16 -2.94 21.62
H 11.63 -0.42 21.80
H 12.57 -1.31 22.95
H 11.58 -2.22 21.87
H 16.33 -0.65 20.16
H 15.01 -0.35 19.47
C 11.17 10.73 22.70
C 11.45 9.22 22.99
C 10.17 8.40 22.85
O 10.46 7.04 22.87
C 9.37 6.17 22.63
N 12.49 8.79 21.99
H 10.66 11.16 23.56
H 10.59 10.83 21.78
H 12.09 11.28 22.49
H 11.80 9.03 24.00
H 9.76 8.62 21.86
H 9.38 8.67 23.54
H 9.78 5.17 22.75
H 8.97 6.26 21.62
H 8.55 6.20 23.34
H 13.32 8.50 22.50
H 12.20 7.90 21.61
C 15.23 4.28 21.51
C 15.12 3.76 22.92
C 16.37 3.09 23.48
O 16.90 2.19 22.46
C 18.10 1.59 22.83
N 14.59 4.77 23.82
H 15.93 5.11 21.45
H 14.24 4.57 21.16
H 15.56 3.60 20.72
H 14.36 2.99 22.83
H 16.06 2.62 24.41
H 17.09 3.88 23.71
H 18.85 2.22 23.30
H 18.58 1.17 21.95
H 17.80 0.80 23.52
H 13.67 4.97 23.46
H 14.27 4.36 24.68
C 4.47 8.79 23.32
C 3.19 8.00 22.92
C 3.20 6.47 23.09
O 4.21 5.83 22.29
C 3.94 4.44 22.42
N 2.16 8.49 23.80
H 4.60 8.81 24.40
H 4.51 9.83 23.02
H 5.28 8.21 22.87
H 3.00 8.21 21.86
H 2.18 6.13 22.96
H 3.52 6.32 24.12
H 4.53 3.98 23.21
H 4.24 3.90 21.52
H 2.91 4.15 22.65
H 2.27 9.50 23.81
H 2.14 8.15 24.75
*
```

Values from the calculation:
calculated total energy = -2022.7201 Eh
SMILES = COC[C@H](C)N.COC[C@H](C)N.COC[C@H](C)N.COC[C@H](C)N.COC[C@H](C)N.COC[C@H](C)N.COC[C@H](C)N
energy above the lowest of the compared OMol25 structures with the same formula, charge and spin = 95.0 kcal/mol
LUMO level = 0.32 eV
max |F| = 3.46 eV/A
gap between HOMO and LUMO = 9.25 eV
E_HOMO = -8.93 eV



Molecular formula: C7H15N
Method: DFT, ωB97M-V/def2-TZVPD

The geometry in ORCA input format:
```
! wB97M-V def2-TZVPD RIJCOSX def2/J DEFGRID3
* xyz 0 1
C 1.69 -0.24 -0.71
C -2.79 0.75 1.63
C -1.01 -1.86 0.05
C 2.47 0.08 0.53
C 2.01 0.56 -1.94
N -2.33 1.15 0.33
C -0.61 -0.49 -0.15
C -0.28 0.68 -0.24
H -2.98 0.82 -0.39
H 1.60 -1.30 -0.92
H -0.01 1.71 -0.35
H -3.04 -0.32 1.75
H -3.70 1.30 1.94
H -2.03 0.98 2.38
H -1.88 -1.88 0.71
H -1.28 -2.34 -0.90
H -0.21 -2.43 0.52
H 3.54 -0.14 0.40
H 1.96 1.64 -1.75
H 2.39 1.14 0.79
H 2.12 -0.50 1.39
H 3.03 0.35 -2.29
H 1.33 0.33 -2.77
*
```

Values from the calculation:
calculated total energy = -330.2100 Eh
energy above the lowest of the compared OMol25 structures with the same formula, charge and spin = 161.8 kcal/mol
LUMO level (spin up / spin down) = 0.84 / 0.90 eV
max |F| = 0.95 eV/A
gap between HOMO and LUMO (spin up / spin down) = 6.76 / 8.29 eV
E_HOMO (spin up / spin down) = -5.92 / -7.39 eV



Molecular formula: C3HO2Sm
Method: DFT, ωB97M-V/def2-TZVPD

The geometry in ORCA input format:
```
! wB97M-V def2-TZVPD RIJCOSX def2/J DEFGRID3
* xyz 1 7
C 1.90 0.15 -0.87
H 2.74 0.19 -1.54
C 0.94 0.10 -0.13
O -0.20 -0.02 1.88
C -0.30 -0.02 0.67
Sm -3.70 -0.58 -0.02
O -1.39 0.19 0.01
*
```

Values from the calculation:
calculated total energy = -923.0091 Eh
energy above the lowest of the compared OMol25 structures with the same formula, charge and spin = 11.2 kcal/mol
LUMO level (spin up / spin down) = -6.37 / -6.22 eV
max |F| = 3.92 eV/A
gap between HOMO and LUMO (spin up / spin down) = 5.99 / 6.15 eV
⟨S²⟩ = 12.0078
E_HOMO (spin up / spin down) = -12.36 / -12.37 eV



Molecular formula: C12H11N3O3S3
Method: DFT, ωB97M-V/def2-TZVPD

The geometry in ORCA input format:
```
! wB97M-V def2-TZVPD RIJCOSX def2/J DEFGRID3
* xyz 0 1
C -1.63 1.52 -2.62
H -2.22 1.13 -3.45
H -1.39 2.57 -2.78
H -2.16 1.40 -1.68
S -0.10 0.55 -2.57
C 0.68 1.35 -1.26
N 0.19 2.42 -0.70
S 1.15 2.90 0.54
C 2.24 1.56 0.23
N 1.84 0.84 -0.77
S 3.58 1.16 1.24
C 3.97 -0.52 0.63
H 4.56 -0.98 1.42
H 4.57 -0.44 -0.27
C 2.74 -1.37 0.31
O 2.75 -2.14 -0.62
N 1.70 -1.20 1.18
C 0.35 -1.29 0.82
C -0.55 -0.43 1.43
C -1.87 -0.38 1.01
C -2.31 -1.23 0.00
C -1.42 -2.11 -0.58
C -0.10 -2.15 -0.18
H 0.60 -2.82 -0.66
H -1.75 -2.78 -1.37
H -3.34 -1.19 -0.32
C -2.76 0.61 1.66
O -2.46 1.29 2.60
O -3.97 0.70 1.07
H -4.51 1.36 1.54
H -0.23 0.25 2.21
H 1.87 -0.56 1.95
*
```

Values from the calculation:
calculated total energy = -2048.4918 Eh
LUMO level = 0.33 eV
max |F| = 1.13 eV/A
gap between HOMO and LUMO = 8.82 eV
E_HOMO = -8.50 eV



Molecular formula: C32H72ClNO19P2
Method: DFT, ωB97M-V/def2-TZVPD

The geometry in ORCA input format:
```
! wB97M-V def2-TZVPD RIJCOSX def2/J DEFGRID3
* xyz 0 1
O -1.37 2.78 2.92
N -0.82 2.19 3.86
O -1.50 1.01 4.00
C -0.72 -0.03 3.29
C 0.91 -0.01 3.54
C 1.81 -1.13 2.73
C 1.11 -2.25 1.69
C -0.52 -2.29 1.45
C -1.40 -1.15 2.29
P -3.30 -1.12 2.10
O -3.77 -2.32 1.14
O -3.94 0.41 1.57
O -4.00 -1.47 3.67
C 2.19 -3.26 0.92
O 1.93 -4.56 0.66
C 3.64 -2.52 0.54
P 4.56 -2.88 -1.11
O 6.22 -3.16 -0.64
Cl 4.60 -1.10 -2.34
C 4.28 -1.51 1.47
C 3.47 -1.15 2.89
O 4.11 -0.93 4.06
H 1.47 0.76 4.23
H -1.00 -3.07 0.71
H -3.36 0.76 0.82
H -3.23 -1.38 4.32
H 6.72 -2.29 -0.63
H 5.29 -0.95 1.23
C 5.30 2.94 -0.67
C 6.36 2.10 0.00
O 5.81 0.86 0.42
H 4.47 3.12 0.02
H 5.71 3.90 -0.99
H 4.88 2.42 -1.54
H 6.76 2.61 0.88
H 7.19 1.90 -0.69
H 5.47 0.41 -0.37
C 7.78 -2.37 3.96
C 8.05 -1.17 4.84
O 7.63 0.02 4.18
H 8.29 -2.28 3.00
H 8.10 -3.29 4.45
H 6.71 -2.45 3.74
H 9.13 -1.08 5.04
H 7.53 -1.25 5.79
H 6.67 -0.07 4.02
C -8.50 -0.49 1.70
C -8.12 0.94 2.07
O -7.01 0.93 2.95
H -8.75 -1.06 2.60
H -9.36 -0.50 1.03
H -7.66 -1.00 1.22
H -8.96 1.44 2.57
H -7.86 1.51 1.17
H -6.27 0.49 2.49
C -7.04 4.28 1.18
C -5.89 4.24 0.19
O -4.68 4.55 0.85
H -7.12 5.27 1.63
H -7.99 4.04 0.68
H -6.88 3.57 1.99
H -6.05 4.96 -0.61
H -5.80 3.24 -0.26
H -4.55 3.90 1.55
C 7.43 4.52 -4.91
C 7.38 3.36 -3.93
O 6.07 3.24 -3.40
H 7.15 5.45 -4.42
H 8.44 4.63 -5.32
H 6.73 4.36 -5.73
H 8.07 3.53 -3.10
H 7.65 2.42 -4.42
H 5.46 3.08 -4.14
C 4.92 -3.17 7.16
C 5.97 -3.98 7.89
O 7.26 -3.44 7.64
H 5.12 -3.17 6.08
H 3.92 -3.57 7.34
H 4.94 -2.12 7.48
H 5.96 -5.02 7.55
H 5.79 -3.97 8.97
H 7.26 -2.52 7.95
C 0.70 1.63 -4.28
C 1.76 0.79 -3.61
O 1.21 -0.45 -3.19
H -0.13 1.82 -3.59
H 1.11 2.59 -4.60
H 0.29 1.11 -5.15
H 2.16 1.30 -2.73
H 2.59 0.59 -4.30
H 0.87 -0.90 -3.98
C -1.70 0.26 -7.77
C -2.69 0.35 -6.63
O -3.03 1.70 -6.38
H -0.79 0.83 -7.53
H -1.42 -0.78 -7.97
H -2.11 0.70 -8.68
H -2.26 -0.07 -5.71
H -3.61 -0.21 -6.86
H -3.42 2.06 -7.19
C -5.80 1.98 -4.35
C -6.80 2.06 -3.21
O -7.13 3.42 -2.96
H -4.89 2.54 -4.11
H -5.53 0.94 -4.55
H -6.22 2.42 -5.26
H -6.37 1.64 -2.30
H -7.71 1.51 -3.45
H -7.52 3.78 -3.78
C 2.01 -5.67 5.82
C 0.83 -5.05 6.54
O 0.04 -4.30 5.62
H 2.63 -4.89 5.36
H 2.63 -6.24 6.52
H 1.67 -6.33 5.02
H 1.17 -4.37 7.33
H 0.20 -5.81 7.00
H -0.26 -4.92 4.93
C -9.12 -0.36 -6.42
C -7.97 -0.40 -7.40
O -6.76 -0.09 -6.74
H -9.20 0.63 -5.96
H -10.07 -0.60 -6.91
H -8.96 -1.07 -5.60
H -8.13 0.32 -8.20
H -7.88 -1.40 -7.85
H -6.63 -0.74 -6.04
*
```

Values from the calculation:
calculated total energy = -3889.0627 Eh
SMILES = O=NOc1cc2c(cc1P(=O)(O)O)C(=O)C(P(O)Cl)=CC2=O.CCO.CCO.CCO.CCO.CCO.CCO.CCO.CCO.CCO.CCO.CCO
LUMO level = -2.56 eV
max |F| = 8.94 eV/A
gap between HOMO and LUMO = 7.17 eV
E_HOMO = -9.73 eV



Molecular formula: C5H11O
Method: DFT, ωB97M-V/def2-TZVPD

The geometry in ORCA input format:
```
! wB97M-V def2-TZVPD RIJCOSX def2/J DEFGRID3
* xyz -1 1
C -1.42 -1.05 -0.46
O -2.07 -0.27 0.44
C -0.01 -0.46 -0.94
C 0.49 0.56 0.10
C 1.58 1.41 -0.53
C 0.96 -0.09 1.39
H -1.17 -2.05 -0.03
H -2.06 -1.18 -1.37
H -0.06 0.02 -1.92
H 0.66 -1.33 -0.93
H -0.40 1.14 0.33
H 2.12 1.94 0.26
H 2.26 0.76 -1.08
H 1.13 2.12 -1.22
H 1.90 0.34 1.74
H 1.11 -1.17 1.27
H 0.22 0.00 2.18
*
```

Values from the calculation:
calculated total energy = -272.3175 Eh
SMILES = CC(C)CC[O-]
energy above the lowest of the compared OMol25 structures with the same formula, charge and spin = 6.0 kcal/mol
LUMO level = 4.14 eV
max |F| = 1.33 eV/A
gap between HOMO and LUMO = 6.26 eV
E_HOMO = -2.12 eV